Run i
DFT (ωB97M-V with the def2-TZVPD basis set) results for a cluster of 2 separate species, C7H10N2O2S in total.

The geometry in XYZ format:
```
22
Properties=species:S:1:pos:R:3:mulliken_charge:R:1
H -0.079 0.640 1.496 0.65
H -2.703 0.702 2.265 0.39
C -1.908 1.012 -0.861 -0.72
H -1.810 -0.328 0.666 0.36
C 3.111 1.452 0.243 0.51
C 1.599 -0.250 0.527 -0.35
C -2.624 1.272 1.401 -0.85
H -2.400 1.934 -1.085 0.29
H 5.089 1.500 -0.347 0.29
N -2.502 0.321 0.337 -0.45
C 4.189 2.042 -0.123 -0.92
H 4.242 3.036 -0.214 0.30
N 2.840 0.141 0.081 -0.19
H 1.389 -1.923 1.339 0.34
S 1.680 2.280 0.987 -0.22
C 0.889 0.741 1.062 -0.35
C -0.823 0.709 -1.425 0.95
O 1.207 -1.580 0.531 -0.47
O 0.128 0.373 -1.994 -0.40
H -1.594 1.896 1.535 0.18
H -3.564 1.788 1.289 0.34
H 3.210 -0.289 -0.796 0.32
```

**Charge**: 0

***

Run ii
DFT (ωB97M-V with the def2-TZVPD basis set) results for the molecule C7H10N2O2S.

The geometry in XYZ format:
```
22
Properties=species:S:1:pos:R:3:mulliken_charge:R:1
H 0.096 -2.920 -1.290 0.49
O -1.042 3.088 0.905 -0.63
C -0.768 1.941 1.087 0.25
H -0.518 3.397 -1.495 0.32
O 0.779 0.422 -1.878 -0.66
C -0.216 -0.454 0.806 0.45
N 0.012 -1.685 0.373 -0.01
C 0.632 -2.864 1.082 -0.98
H 0.666 -1.430 -1.583 0.48
C -0.221 0.997 0.139 0.04
H 0.920 -2.670 2.078 0.40
C -0.119 -1.936 -1.036 -1.35
H -0.115 -3.628 1.016 0.39
H -1.236 1.853 3.122 0.22
C 0.190 1.256 -1.190 0.61
H 1.576 -3.168 0.519 0.31
H -1.046 -1.642 -1.409 0.41
H 0.092 2.452 -2.758 0.44
C 0.328 2.711 -1.765 -1.29
N -0.862 1.353 2.358 -0.09
H 1.244 3.145 -1.628 0.31
S -0.393 -0.217 2.550 -0.10
```

**Charge**: 0

***

Which of them is most stable? Easy: run ii.

***

Run i
DFT (ωB97M-V with the def2-TZVPD basis set) results for a structure of composition C4H4OS3.

The geometry in XYZ format:
```
12
Properties=species:S:1:pos:R:3:mulliken_charge:R:1
S -3.589 -0.072 -0.290 -0.19
H 0.932 -2.303 0.768 0.31
C 0.471 -1.332 0.755 -0.49
C 0.454 1.440 -0.461 -0.48
C 1.411 0.582 -0.621 0.23
S -1.139 -1.431 -0.043 0.02
H 0.402 -0.984 1.807 0.33
H 0.399 2.605 -0.869 0.28
O 1.415 -0.751 -0.153 -0.30
S -1.033 1.480 0.710 -0.08
H 2.211 0.699 -1.574 0.23
C -1.933 0.067 -0.027 0.14
```

**Charge**: 0

***

Run ii
DFT (ωB97M-V with the def2-TZVPD basis set) results for the molecule C4H4OS3.

The geometry in XYZ format:
```
12
Properties=species:S:1:pos:R:3:mulliken_charge:R:1
H -2.924 1.727 0.017 0.40
S -0.134 -0.615 -0.371 -0.06
O -1.038 2.238 -0.062 -0.49
S 3.756 -0.222 -0.091 -0.22
C -1.905 1.349 0.013 0.04
C 2.306 -0.352 0.493 -0.33
H 0.757 1.218 1.032 0.29
C -1.736 -0.096 0.134 0.12
S -3.112 -1.022 0.093 -0.16
C 1.176 0.556 0.149 -0.32
H 1.229 1.333 -0.541 0.44
H 2.030 -1.199 1.168 0.28
```

**Charge**: 0

***

Which of them is most stable? Easy: run ii.

***

Run i
DFT (ωB97M-V with the def2-TZVPD basis set) results for the ion C2H5N4 with charge +1.

The geometry in XYZ format:
```
11
Properties=species:S:1:pos:R:3:mulliken_charge:R:1
C 0.681 -0.678 -1.321 0.36
H -1.832 0.630 0.119 0.31
C -0.775 0.434 -0.085 -0.75
N 1.084 0.381 1.421 -0.39
H 1.512 1.097 0.786 0.35
H -0.989 -1.564 -0.809 0.28
H -0.073 1.265 -0.386 0.48
H -0.506 -0.592 1.875 0.33
N 1.571 -0.480 -2.014 -0.28
N -0.104 0.160 1.284 0.40
N -0.570 -0.652 -0.869 -0.10
```

**Charge**: +1

***

Run ii
DFT (ωB97M-V with the def2-TZVPD basis set) results for the ion C2H5N4 with charge +1.

The geometry in XYZ format:
```
11
Properties=species:S:1:pos:R:3:mulliken_charge:R:1
C 1.885 1.675 0.255 0.26
H -1.061 -1.747 1.161 0.28
N 0.954 0.720 0.417 -0.20
H 1.354 -0.166 0.739 0.30
N -0.896 -1.732 0.157 -0.64
C -0.181 0.591 -0.282 0.13
N -0.995 -0.505 -0.313 0.14
H -1.834 -0.490 -0.841 0.25
H -0.373 1.427 -0.903 0.38
H -1.367 -2.375 -0.541 0.30
N 2.514 2.603 0.153 -0.20
```

**Charge**: +1

***

Which of them is most stable? Easy: run ii.